w:
19
Properties=species:S:1:pos:R:3 method="wB97M-V/def2-TZVPD" charge=0 homo_energy_ev=-9.7 orbital_gap_ev=10.71
C -0.508 -1.515 -1.127
C -0.356 -0.519 -0.303
C -0.433 1.919 -0.773
C -1.261 1.038 1.439
C 1.886 -1.491 0.593
C -1.100 0.749 -0.050
O 0.947 -0.526 0.904
F -2.378 0.590 -0.598
H 0.127 -2.379 -1.159
H -1.331 -1.480 -1.825
H 0.578 2.041 -0.401
H -0.999 2.829 -0.588
H -0.406 1.732 -1.844
H -1.891 1.916 1.566
H -0.284 1.214 1.875
H -1.721 0.191 1.941
H 2.727 -1.329 1.272
H 2.256 -1.399 -0.438
H 1.507 -2.511 0.746

***

x:
19
Properties=species:S:1:pos:R:3 method="wB97M-V/def2-TZVPD" charge=0 homo_energy_ev=-8.3 orbital_gap_ev=9.18
C 1.229 -1.910 0.543
C 0.872 -1.072 -0.682
C -1.093 -0.051 -0.524
C -0.588 1.380 -0.624
C 0.471 1.851 0.500
C -2.287 -0.202 0.067
H 2.423 -1.684 0.672
H 0.602 -1.629 1.480
H 1.342 -3.259 0.438
H 1.715 -1.392 -1.681
H 1.015 0.129 -0.530
H -0.278 1.419 -1.703
H -1.418 2.175 -0.589
H 0.200 1.495 1.621
H 1.682 1.578 0.461
H 0.172 3.077 0.591
H -2.732 0.609 0.554
O -0.462 -1.150 -0.845
F -2.865 -1.364 0.252

***

Ranked by calculated energy, most stable first: w, x.

***

w:
47
Properties=species:S:1:pos:R:3 method="wB97M-V/def2-TZVPD" charge=0 homo_energy_ev=-8.3 smiles="CCc1cccc(NC(=O)[C@@H]2CCCN(S(=O)(=O)c3cccs3)C2)c1" orbital_gap_ev=8.72
C 5.726 0.544 1.944
H 6.485 -0.106 2.373
H 5.806 1.518 2.423
H 5.934 0.656 0.883
C 4.346 -0.061 2.166
C 3.193 0.713 1.580
C 1.926 0.142 1.662
C 0.815 0.801 1.157
C 0.969 2.052 0.560
C 2.224 2.616 0.475
C 3.334 1.955 0.980
H 4.302 2.422 0.902
H 2.344 3.585 0.012
H 0.102 2.567 0.171
N -0.487 0.280 1.209
C -0.892 -0.925 1.672
O -0.153 -1.776 2.125
C -2.408 -1.191 1.631
C -3.243 -0.174 0.856
N -2.843 -0.223 -0.531
S -2.709 1.159 -1.417
O -2.230 2.154 -0.495
O -3.869 1.457 -2.202
C -1.409 0.723 -2.536
C -1.397 0.918 -3.884
C -0.191 0.485 -4.474
C 0.678 -0.024 -3.559
S 0.050 0.018 -1.962
H 1.658 -0.422 -3.731
H 0.015 0.551 -5.527
H -2.227 1.350 -4.410
C -3.151 -1.474 -1.175
C -2.351 -2.576 -0.478
C -2.647 -2.582 1.023
H -3.685 -2.875 1.192
H -1.997 -3.301 1.522
H -1.286 -2.391 -0.631
H -2.601 -3.544 -0.913
H -4.228 -1.686 -1.116
H -2.876 -1.387 -2.229
H -4.308 -0.434 0.953
H -3.119 0.848 1.216
H -2.736 -1.205 2.677
H -1.170 0.904 0.797
H 1.805 -0.823 2.124
H 4.326 -1.070 1.744
H 4.172 -0.166 3.241

***

x:
47
Properties=species:S:1:pos:R:3 method="wB97M-V/def2-TZVPD" charge=0 homo_energy_ev=-7.6 smiles="CSc1ccc(-c2nc(CSCC(=O)N3CCOCC3)c(C)o2)cc1" orbital_gap_ev=8.27
C -8.089 -1.627 -0.585
H -8.899 -2.349 -0.629
H -7.919 -1.204 -1.571
H -8.323 -0.855 0.142
S -6.630 -2.565 -0.049
C -5.343 -1.363 0.019
C -5.512 -0.021 -0.300
C -4.441 0.846 -0.217
C -3.187 0.389 0.186
C -3.023 -0.961 0.508
C -4.089 -1.824 0.424
H -3.973 -2.869 0.671
H -2.051 -1.305 0.824
C -2.062 1.287 0.277
N -0.850 0.967 0.629
C -0.128 2.126 0.574
C -0.958 3.136 0.164
O -2.191 2.601 -0.017
C -0.737 4.582 -0.084
H 0.175 4.727 -0.660
H -1.582 4.987 -0.636
H -0.641 5.124 0.856
C 1.319 2.162 0.870
H 1.652 3.168 1.112
H 1.576 1.464 1.664
S 2.278 1.652 -0.610
C 1.962 -0.142 -0.508
C 2.852 -0.781 0.540
O 2.384 -1.205 1.580
N 4.179 -0.820 0.288
C 4.870 -0.407 -0.912
H 4.194 0.058 -1.625
C 5.553 -1.632 -1.536
O 6.431 -2.246 -0.623
C 5.750 -2.653 0.545
C 5.071 -1.465 1.232
H 4.482 -1.796 2.088
H 5.829 -0.744 1.557
H 6.503 -3.098 1.196
H 4.992 -3.410 0.293
H 6.160 -1.338 -2.394
H 4.785 -2.352 -1.861
H 5.637 0.325 -0.633
H 2.115 -0.559 -1.502
H 0.920 -0.264 -0.207
H -4.573 1.888 -0.465
H -6.470 0.361 -0.615

***

Ranked by calculated energy, most stable first: w, x.

***

w:
21
Properties=species:S:1:pos:R:3 method="wB97M-V/def2-TZVPD" charge=0 homo_energy_ev=-9.6 smiles=NCCCN.O.O orbital_gap_ev=10.15
N -1.655 0.121 -1.698
C -1.056 -0.654 -0.586
C -1.591 -0.199 0.767
C -1.191 -1.170 1.873
N -1.763 -0.832 3.196
H -0.938 0.710 -2.113
H -1.818 -0.504 -2.483
H 0.001 -0.372 -0.479
H -1.065 -1.703 -0.876
H -1.362 0.868 0.842
H -2.686 -0.186 0.679
H -0.090 -1.096 1.886
H -1.361 -2.151 1.443
H -1.061 -1.237 3.811
H -1.693 0.175 3.277
H 6.073 -0.399 -0.335
H 7.260 -0.512 -1.329
O 6.566 -1.009 -0.887
H -0.562 2.774 -1.982
H 0.463 3.801 -2.506
O -0.471 3.577 -2.500

***

x:
21
Properties=species:S:1:pos:R:3 method="wB97M-V/def2-TZVPD" charge=0 homo_energy_ev=-9.7 smiles=CCNCN.O.O orbital_gap_ev=10.37
C -0.298 -0.954 2.215
C -0.307 0.163 1.005
N -0.462 -0.414 -0.366
C 0.376 0.347 -1.348
N 0.455 -0.321 -2.668
H 0.759 -1.407 2.208
H -0.432 -0.629 3.227
H -1.090 -1.770 1.972
H 0.522 0.869 1.142
H -1.171 0.661 1.270
H -0.111 -1.466 -0.275
H -0.195 1.386 -1.488
H 1.290 0.624 -0.945
H -0.335 -0.159 -3.232
H 0.409 -1.336 -2.545
H 3.010 3.805 0.770
H 2.424 2.610 -0.020
O 3.064 2.852 0.690
H -2.711 -2.399 -0.595
H -2.161 -0.988 -0.375
O -3.035 -1.474 -0.640

***

y:
21
Properties=species:S:1:pos:R:3 method="wB97M-V/def2-TZVPD" charge=0 homo_energy_ev=-8.4 smiles=NCCCN.O.O orbital_gap_ev=8.85
N 1.472 1.356 -1.600
C 1.196 1.780 -0.088
C 0.005 0.933 0.427
C -0.119 0.351 1.790
N -1.177 -0.688 1.916
H 0.635 1.627 -2.237
H 1.981 0.431 -1.817
H 2.178 1.486 0.561
H 0.888 2.823 -0.130
H -0.129 0.074 -0.298
H -0.817 1.644 0.333
H 0.783 -0.040 2.143
H -0.536 1.243 2.434
H -1.403 -0.852 2.829
H -0.703 -1.471 1.576
H -3.532 -1.112 0.122
H -2.470 -2.106 -0.267
O -3.398 -2.070 -0.041
H 1.054 -1.736 -2.951
H 2.465 -2.095 -2.463
O 1.627 -1.578 -2.238

***

z:
21
Properties=species:S:1:pos:R:3 method="wB97M-V/def2-TZVPD" charge=0 homo_energy_ev=-9.1 smiles=C[C@H](N)CN.O.O orbital_gap_ev=9.61
N 0.159 -0.260 0.454
C 0.352 1.055 -0.156
C -0.444 2.190 0.541
C 1.817 1.399 -0.180
N 2.654 0.588 -1.065
H 0.555 -0.351 1.378
H -0.795 -0.575 0.413
H -0.055 0.934 -1.162
H -1.081 2.709 -0.170
H -1.130 1.774 1.286
H 0.146 2.940 1.068
H 2.233 1.341 0.835
H 1.986 2.454 -0.433
H 2.132 0.110 -1.777
H 3.233 -0.068 -0.570
H -2.852 0.226 -0.012
H -3.400 0.251 1.396
O -3.309 -0.341 0.633
H -0.332 -3.393 0.245
H -1.126 -3.839 -1.039
O -0.381 -4.041 -0.469

***

Ranked by calculated energy, most stable first: z, w, x, y.

***

w:
14
Properties=species:S:1:pos:R:3 method="wB97M-V/def2-TZVPD" charge=+1 homo_energy_ev=-13.9 orbital_gap_ev=10.39
C -0.693 0.426 1.552
C 0.590 -0.010 2.297
C 0.490 -0.124 0.883
N -0.631 -0.066 -2.501
N 0.917 -0.491 -0.276
H -1.596 -0.318 1.641
H -0.838 1.450 1.260
H 1.381 0.856 2.609
H 0.734 -0.846 2.935
H -1.612 -0.200 -2.630
H 0.028 -0.542 -3.148
H -0.137 -0.410 -1.551
H 1.930 -0.688 -0.460
H -0.561 0.962 -2.611

***

x:
14
Properties=species:S:1:pos:R:3 method="wB97M-V/def2-TZVPD" charge=+1 homo_energy_ev=-12.8 orbital_gap_ev=4.73
C -1.439 0.769 1.368
C -1.270 0.028 0.066
C -0.146 -0.003 -0.552
N 4.293 -0.425 -0.152
N -2.456 -0.320 -0.600
H -2.169 1.550 1.178
H -1.912 0.160 2.122
H -0.488 1.137 1.738
H 0.432 -0.402 -1.369
H 5.253 -0.146 -0.011
H 4.302 -1.309 -0.637
H 3.813 0.266 -0.706
H -2.305 -0.956 -1.383
H -2.863 0.548 -0.956

***

Ranked by calculated energy, most stable first: w, x.

***

w:
20
Properties=species:S:1:pos:R:3 method="wB97M-V/def2-TZVPD" charge=0 homo_energy_ev=-8.6 smiles="C=C=NC(C)(C)C(C)=O" orbital_gap_ev=9.29
C 0.207 -1.982 0.205
C -0.394 0.308 -1.629
C -1.951 1.305 0.117
C -0.650 -0.899 0.794
C 1.519 0.608 0.802
C -0.681 0.518 -0.149
C 2.817 0.547 0.918
N 0.393 1.058 0.585
O -1.448 -1.048 1.671
H 1.160 -1.594 -0.141
H -0.311 -2.434 -0.640
H 0.363 -2.752 0.960
H -0.436 1.269 -2.145
H -1.144 -0.349 -2.067
H 0.598 -0.107 -1.795
H -2.799 0.804 -0.347
H -1.856 2.318 -0.273
H -2.133 1.379 1.187
H 3.468 1.147 0.300
H 3.280 -0.096 1.648

***

x:
20
Properties=species:S:1:pos:R:3 method="wB97M-V/def2-TZVPD" charge=0 homo_energy_ev=-8.2 orbital_gap_ev=9.00
C -2.186 -0.636 0.436
C 0.189 -0.476 -0.516
C 1.050 -1.738 -1.085
C 1.571 -0.611 -0.227
C 1.196 1.072 0.904
C 0.235 1.083 -0.338
C -0.398 2.035 -0.948
H -2.597 -1.424 1.302
H -2.399 0.550 1.076
H -2.500 -0.500 -0.872
H -0.354 -1.442 1.590
H 0.795 -2.664 -0.348
H 1.571 -1.862 -1.958
H 1.994 0.063 -1.085
H 0.641 0.995 1.976
H 1.806 2.117 0.789
H -0.404 3.078 -0.565
H -1.273 1.669 -1.515
N -0.803 -1.104 0.415
O 1.866 -0.204 0.968

***

Ranked by calculated energy, most stable first: w, x.